No. 1
Below is a molecular structure, C37H35BrCrN7OS, with properties calculated with wB97M-V/def2-TZVPD.

The HOMO energy (spin up / spin down) comes out at -12.0 / -12.0 eV. The total energy comes out at -160704.955 eV. As for the spin multiplicity: 4. As for the total charge: +2. As for the expectation value of S²: 3.78.

CARTESIAN COORDINATES (ANGSTROEM)
Br1 0.3955 -4.4750 -6.6593
Cr1 -0.7650 -0.8542 -0.5518
S1 -2.6987 -1.0065 1.0449
O1 0.5145 -0.7430 -1.9370
N1 -0.8258 4.7967 4.0215
N2 -0.1951 -2.8198 -0.4426
N3 -0.7008 3.2322 1.9997
N4 -1.2702 1.0883 -1.0829
N5 -2.3904 -1.1690 -1.8133
N6 -3.4869 -2.2337 3.2135
N7 0.6685 -0.8654 1.0273
C1 -1.0848 3.4231 4.4406
C2 -3.5554 -2.6304 4.5033
C3 -0.8750 2.4641 3.2378
C4 -4.1897 -0.1134 -2.9645
C5 1.4098 -3.6605 3.3412
C6 -2.5810 -2.2567 5.3803
C7 -4.7496 -1.3485 -3.2424
C8 -3.0034 -0.0536 -2.2528
C9 1.4253 -2.3503 2.8013
C10 -1.5408 -1.4514 4.8990
C11 0.4180 -3.3321 -5.1626
C12 -2.5070 -1.4537 2.6929
C13 0.7692 -2.1161 1.5828
C14 -1.5039 -1.0544 3.5830
C15 -2.9433 -2.3583 -2.0725
C16 -1.8222 5.1883 3.0254
C17 -2.6331 2.4236 -2.5088
C18 0.1897 -4.4496 1.4063
C19 2.0252 -0.0246 2.8125
C20 0.5053 4.8644 3.4219
C21 -1.8594 3.5374 -2.2155
C22 1.2822 0.1314 1.6282
C23 -4.1131 -2.4931 -2.7911
C24 0.2274 -2.9721 -2.7912
C25 0.4444 -1.5803 -2.9600
C26 -2.3060 1.2100 -1.9351
C27 0.2504 -3.8380 -3.9015
C28 -1.8425 4.1521 1.8703
C29 2.0793 -1.2532 3.4068
C30 -0.5143 2.1549 -0.8255
C31 -0.7750 3.3989 -1.3721
C32 0.6295 -1.9585 -5.3397
C33 0.6576 -1.1042 -4.2616
C34 0.1796 -3.5117 -1.4682
C35 0.2044 -3.1979 0.8633
C36 0.7833 -4.6715 2.6707
C37 0.5255 4.0351 2.1105
H1 -4.4065 -3.2390 4.7712
H2 0.5557 -4.5233 -1.3121
H3 0.8503 -0.0482 -4.3962
H4 -0.2503 -5.2781 0.8655
H5 -4.6754 0.7925 -3.2938
H6 -1.5634 6.1839 2.6624
H7 -0.1274 4.2324 -1.1420
H8 -2.0939 4.4944 -2.6616
H9 -1.7253 1.7890 3.1055
H10 -0.7631 -1.1223 5.5769
H11 -1.7909 4.6419 0.8951
H12 -2.7968 5.2604 3.5094
H13 -4.5149 -3.4773 -2.9824
H14 0.7676 -5.6688 3.0884
H15 -2.4292 -3.2225 -1.6803
H16 -4.2194 -2.5158 2.5724
H17 -2.6303 -2.5684 6.4122
H18 1.3992 3.3754 2.0715
H19 0.3329 2.0116 -0.1773
H20 0.5739 4.6887 1.2358
H21 -3.4620 2.5035 -3.1956
H22 0.0221 1.8517 3.3790
H23 -5.6731 -1.4149 -3.8013
H24 -2.7555 3.5524 1.8875
H25 1.2213 4.4750 4.1483
H26 -2.1073 3.3671 4.8180
H27 1.9043 -3.8473 4.2857
H28 1.1792 1.1115 1.1846
H29 0.7854 -1.5724 -6.3382
H30 -0.4148 3.1775 5.2669
H31 0.1240 -4.9037 -3.7556
H32 -0.7303 -0.3989 3.2210
H33 2.6234 -1.3999 4.3320
H34 2.5280 0.8322 3.2382
H35 0.7640 5.9070 3.2355


No. 2
Below is a molecular structure, C37H35BrIrN5O5PS, with properties calculated with wB97M-V/def2-TZVPD.

The HOMO energy comes out at -9.7 eV. The total energy comes out at -149626.546 eV. As for the total charge: +1.

CARTESIAN COORDINATES (ANGSTROEM)
Ir1 -0.0087 -0.1531 1.1912
Br1 1.9736 4.6550 -3.9088
S1 2.8034 -0.2305 2.7546
P1 -0.3041 -2.1726 0.0493
O1 2.6304 1.1993 2.6619
O2 4.1100 -0.6692 2.2380
O3 -0.1421 1.4015 2.5053
O4 1.7519 -0.9945 1.9942
O5 -0.6777 -1.0347 3.7784
N1 4.4042 -0.2153 -0.3586
N2 1.4937 1.2525 0.0009
N3 -1.4285 0.9785 0.2413
N4 -3.2700 5.5346 0.5046
N5 -2.9064 6.0793 -0.5464
C1 -2.8980 -2.7725 3.0667
C2 -1.8996 0.8336 -0.9762
C3 -2.5423 4.4141 1.0448
C4 3.7648 0.9489 -1.0715
C5 -0.4526 5.7112 -0.7204
C6 -3.4270 -4.4765 1.4474
C7 3.4006 -3.8721 -0.2352
C8 2.2482 0.8326 -1.1827
C9 -2.6972 1.8074 -1.6038
C10 -0.8737 -2.3894 -1.6808
C11 -2.6765 -2.3872 -3.2930
C12 -2.9754 2.9750 -0.9601
C13 -1.1783 3.5150 2.8306
C14 2.6600 -0.7537 4.4195
C15 0.6490 5.3992 -1.5007
C16 -0.9447 2.3502 2.1133
C17 2.3234 -3.0097 -0.3264
C18 0.9363 -4.5841 0.8266
C19 -1.6628 -2.9145 0.9961
C20 -1.9013 -2.3033 2.2192
C21 -0.4287 -2.8055 -4.0196
C22 0.0188 -2.6740 -2.7120
C23 2.0203 -5.4467 0.9342
C24 -2.2301 -2.2525 -1.9880
C25 1.0755 -3.3576 0.1877
C26 -1.9968 4.5161 2.3018
C27 -0.8006 5.0312 -3.3996
C28 -2.4100 3.2137 0.3153
C29 3.2502 -5.0973 0.4019
C30 -1.7756 -2.6605 -4.3134
C31 0.4590 5.0445 -2.8291
C32 -3.6722 -3.8476 2.6661
C33 -1.8951 5.3665 -2.6168
C34 -1.7302 5.6661 -1.2728
C35 -2.4189 -4.0212 0.6137
C36 -0.9612 -1.2035 2.6216
C37 -1.6366 2.1821 0.8843
H1 4.3626 -3.6022 -0.6547
H2 1.6880 -0.4116 4.7726
H3 -0.9258 4.7940 -4.4469
H4 -2.8859 5.4033 -3.0516
H5 5.4198 -0.1294 -0.3891
H6 -3.0504 -2.2909 4.0235
H7 -2.1252 -2.7721 -5.3310
H8 -3.0902 1.5959 -2.5883
H9 2.7172 -1.8384 4.4414
H10 0.2768 -3.0370 -4.8066
H11 4.1683 -0.3820 0.6737
H12 2.0616 1.2886 0.8524
H13 -0.3127 6.0111 0.3074
H14 -2.2289 -4.5198 -0.3289
H15 -2.9461 -2.0447 -1.2023
H16 1.0687 -2.8243 -2.5007
H17 4.1654 -1.0958 -0.8144
H18 3.4750 -0.3040 4.9818
H19 -3.7318 -2.2871 -3.5107
H20 1.8986 -6.3955 1.4395
H21 -2.1623 5.4268 2.8652
H22 2.4355 -2.0459 -0.8099
H23 1.1548 2.2039 -0.1225
H24 4.0505 1.8617 -0.5528
H25 1.9814 -0.1904 -1.4590
H26 -1.6729 -0.0867 -1.4858
H27 1.6459 5.4574 -1.0846
H28 -0.7007 3.6368 3.7931
H29 4.1996 0.9713 -2.0700
H30 -4.0261 -5.3271 1.1502
H31 -4.4650 -4.2107 3.3068
H32 -0.0136 -4.8712 1.2564
H33 1.9428 1.4605 -2.0199
H34 -3.6167 3.7196 -1.4138
H35 4.0911 -5.7724 0.4854


No. 3
Below is a molecular structure, C37H35ClCsN7O2SSi at a distorted geometry, with properties calculated with wB97M-V/def2-TZVPD.

The HOMO energy comes out at -1.8 eV. The total energy comes out at -85248.288 eV. As for the total charge: -2.

CARTESIAN COORDINATES (ANGSTROEM)
Cs1 -0.8562 -0.1594 1.1494
Cl1 -3.9856 -4.8586 -1.4898
S1 -0.6743 2.2342 -2.9793
Si1 -2.1377 4.7833 -4.0123
O1 -2.8566 -1.6810 0.7972
O2 0.4682 0.2856 3.1975
N1 -0.2827 -1.7355 4.0828
N2 4.7520 -1.2138 -1.1720
N3 -1.3480 -1.8226 3.2221
N4 3.4784 0.7463 -0.7615
N5 -0.4023 -3.2097 -1.7245
N6 -0.5942 3.2427 -0.5133
N7 2.6996 -2.0383 -0.3211
C1 0.5586 -0.7419 3.9301
C2 2.0299 -3.0018 0.3009
C3 -3.8464 -1.9519 1.5500
C4 -0.9820 3.4306 -1.8013
C5 2.7902 -1.3944 6.9463
C6 -1.6195 5.3255 0.1033
C7 3.9302 -4.4217 0.3572
C8 -1.8453 -5.1200 -3.1227
C9 -0.9146 4.1695 0.3839
C10 -3.5456 3.6279 -4.5340
C11 1.6701 -1.3353 6.1302
C12 -5.1600 -2.0947 0.9988
C13 -0.7369 4.8183 -5.2934
C14 -1.9935 5.5467 -1.2214
C15 4.2348 2.8680 -1.5653
C16 -1.6413 -3.5116 -1.3495
C17 -2.8849 6.5465 -4.1391
C18 -3.7523 -2.1064 2.9837
C19 4.5356 0.1684 -1.3075
C20 5.3528 2.2662 -2.1156
C21 4.1367 -0.5401 5.1559
C22 0.1251 -3.8259 -2.7749
C23 -2.5104 -1.9484 3.7279
C24 4.6356 -3.4342 -0.3002
C25 -6.1713 -2.4502 3.1505
C26 -4.9155 -2.3457 3.7206
C27 4.0318 -1.0024 6.4614
C28 -1.6753 4.6250 -2.1989
C29 3.9868 -2.2206 -0.5833
C30 1.7681 -0.8678 4.8221
C31 3.0125 -0.4611 4.3482
C32 3.3298 2.0623 -0.8873
C33 -6.2791 -2.3226 1.7645
C34 5.5198 0.8983 -1.9864
C35 -2.3861 -4.4729 -2.0256
C36 -0.5567 -4.7824 -3.5110
C37 2.6035 -4.2019 0.6932
H1 2.4446 2.4859 -0.4284
H2 -2.6308 -1.9199 4.8213
H3 -3.2027 2.5952 -4.5305
H4 -7.2543 -2.3990 1.2926
H5 4.0549 3.9299 -1.6605
H6 -2.0512 -2.9530 -0.5073
H7 -0.0989 -5.2523 -4.3719
H8 -5.2454 -1.9912 -0.0775
H9 -3.9230 3.8702 -5.5325
H10 6.3872 0.3973 -2.4035
H11 0.9790 -2.8068 0.4877
H12 4.4197 -5.3528 0.6169
H13 -3.1827 6.7828 -5.1646
H14 -1.8678 6.0298 0.8874
H15 5.6863 -1.4940 -1.4045
H16 0.1459 5.3133 -4.8798
H17 4.9087 -1.0433 7.0977
H18 -4.8187 -2.4504 4.7987
H19 -1.0375 5.3599 -6.1975
H20 -0.4431 3.8077 -5.5640
H21 -4.3773 3.7069 -3.8287
H22 0.6992 -1.6496 6.4888
H23 -7.0465 -2.6139 3.7687
H24 3.0783 -0.0807 3.3360
H25 -2.5349 6.4532 -1.4781
H26 -2.4218 -5.8628 -3.6585
H27 2.6995 -1.7369 7.9716
H28 5.1012 -0.2259 4.7722
H29 -0.5713 3.9743 1.3980
H30 5.6768 -3.5754 -0.5689
H31 -2.1609 7.3025 -3.8208
H32 1.1382 -3.5317 -3.0324
H33 6.0984 2.8535 -2.6390
H34 -3.7707 6.6483 -3.5052
H35 2.0262 -4.9418 1.2301


No. 4
Below is a molecular structure, C37H35CoNO3PSe3Te2 at a distorted geometry, with properties calculated with wB97M-V/def2-TZVPD.

The HOMO energy (spin up / spin down) comes out at -1.2 / -1.3 eV. The total energy comes out at -304113.894 eV. As for the spin multiplicity: 3. As for the total charge: -2. As for the expectation value of S²: 2.20.

CARTESIAN COORDINATES (ANGSTROEM)
Te1 0.6714 -3.0789 2.1671
Te2 -1.2628 -1.6096 -2.6451
Se1 -1.4295 -1.8140 1.6936
Se2 1.7624 -1.1722 3.5701
Se3 0.7241 0.7054 2.7256
Co1 -0.7437 0.1690 0.8123
P1 1.4286 0.4955 -1.7126
O1 -2.7436 0.8963 0.8877
O2 0.9679 3.8685 0.1770
O3 0.0264 1.8472 0.1653
N1 -1.7088 -0.1854 -0.7235
C1 0.0833 -3.4120 -4.9916
C2 1.6802 0.4249 -4.4555
C3 -3.9697 0.7709 -2.5166
C4 0.1430 -4.2883 -1.3359
C5 -2.2963 -3.5195 -5.0085
C6 1.4092 -2.9634 -4.4476
C7 -2.0882 -3.1324 -1.4176
C8 4.4369 0.5139 -4.5712
C9 -5.1425 1.0081 -3.2124
C10 3.8017 0.4463 -3.3440
C11 -3.9402 -3.9349 -0.1044
C12 0.1144 -4.2044 -6.1340
C13 -3.4034 -3.0250 -0.9988
C14 -1.1279 -3.0598 -4.3903
C15 -2.2495 -4.3019 -6.1545
C16 0.8031 2.7419 -0.2673
C17 -3.9800 0.7073 -1.1276
C18 -6.3342 1.2090 -2.5356
C19 4.4710 -1.4179 1.1593
C20 2.4140 0.4158 -3.2736
C21 3.8918 -2.1335 0.1228
C22 3.2384 0.5410 0.5068
C23 3.6961 0.5443 -5.7425
C24 -1.2904 -4.1640 -0.9281
C25 -2.7563 0.4605 -0.3208
C26 1.6066 2.3258 -1.5334
C27 2.6809 -0.1623 -0.5565
C28 -1.0449 -4.6594 -6.7358
C29 4.1426 -0.0859 1.3492
C30 -3.1505 -4.9573 0.3879
C31 -3.6406 -3.1661 -4.4485
C32 -1.8368 -5.0684 -0.0283
C33 -5.1767 0.9424 -0.4520
C34 3.0027 -1.5083 -0.7300
C35 2.3127 0.4860 -5.6831
C36 -6.3437 1.1892 -1.1501
C37 -0.9912 -5.4985 -7.9832
H1 0.2132 -4.5064 -2.4014
H2 -4.0135 -2.2038 -1.3557
H3 -4.4373 -3.4858 -5.1195
H4 0.6431 -5.0691 -0.7640
H5 2.0265 -3.8229 -4.1840
H6 -1.9941 -5.7559 -8.3190
H7 -3.0340 0.6441 -3.0456
H8 -5.1311 1.0411 -4.2940
H9 4.5685 0.4645 2.1768
H10 -7.2708 1.3691 -0.6209
H11 4.1266 -3.1812 -0.0133
H12 1.2643 -2.3403 -3.5685
H13 4.3861 0.4198 -2.4334
H14 -3.5483 -5.6580 1.1103
H15 0.5993 0.3682 -4.4011
H16 4.2002 0.6001 -6.6991
H17 -0.4395 -6.4230 -7.8072
H18 -3.7820 -3.6439 -3.4805
H19 -5.1666 0.9351 0.6282
H20 5.5187 0.5498 -4.6137
H21 -0.4869 -4.9613 -8.7876
H22 0.6568 -3.3440 -1.1467
H23 -3.1769 -4.6338 -6.6095
H24 2.5459 -2.0593 -1.5436
H25 2.9658 1.5711 0.6859
H26 -3.7099 -2.0883 -4.2923
H27 1.1336 2.7820 -2.4106
H28 5.1663 -1.9023 1.8311
H29 1.9487 -2.3817 -5.1951
H30 -7.2507 1.3834 -3.0870
H31 1.7297 0.4855 -6.5955
H32 1.0749 -4.4629 -6.5661
H33 -1.2132 -5.8588 0.3701
H34 2.6426 2.6773 -1.4941
H35 -4.9700 -3.8394 0.2141


No. 5
Below is a molecular structure, C37H35CsN9OS at a distorted geometry, with properties calculated with wB97M-V/def2-TZVPD.

The HOMO energy (spin up / spin down) comes out at -0.2 / -1.4 eV. The total energy comes out at -65777.639 eV. As for the spin multiplicity: 2. As for the total charge: -2. As for the expectation value of S²: 0.83.

CARTESIAN COORDINATES (ANGSTROEM)
Cs1 -0.1122 -0.3234 0.2416
S1 1.5777 2.7767 3.5742
O1 -0.1347 0.5868 2.5743
N1 -0.3907 4.4722 0.0056
N2 2.9475 -1.0828 -0.7262
N3 -3.4314 -3.2229 -0.9952
N4 -2.0053 -4.9724 2.3958
N5 -0.7603 1.4572 3.3346
N6 -2.4672 3.3766 0.8270
N7 -1.7538 0.1376 -2.8364
N8 -2.8011 -2.1573 -1.4538
N9 -1.9503 -3.1733 0.8868
C1 -2.2061 3.2288 4.8866
C2 4.9943 -2.4479 -0.4072
C3 2.2821 5.3744 -0.7880
C4 1.0994 5.1931 -1.7633
C5 -3.4226 -1.5908 -2.4766
C6 -2.8316 2.1081 4.3396
C7 3.6130 -2.1572 -0.2333
C8 5.2662 1.8176 -0.9908
C9 4.8023 -4.5764 0.7425
C10 -2.9643 -3.7636 0.1192
C11 -0.8689 3.4269 4.6491
C12 -2.0788 1.2611 3.5742
C13 0.5116 5.1286 0.9752
C14 -5.1786 -6.8228 0.4333
C15 3.4905 2.0347 -2.5735
C16 -2.0038 1.7211 -4.6373
C17 -3.2146 1.1190 -5.0028
C18 3.4419 -4.3196 0.9168
C19 4.6719 2.5348 -2.0266
C20 0.1623 4.0882 -1.3030
C21 1.9503 4.8240 0.6062
C22 -4.6718 -7.4010 1.5866
C23 2.8655 -3.1575 0.4430
C24 3.5565 0.0690 -1.1075
C25 -1.3358 1.1757 -3.5503
C26 -3.6700 0.0399 -4.2901
C27 -4.6398 -5.6383 -0.0586
C28 2.9379 0.8494 -2.1206
C29 4.7327 0.6232 -0.5372
C30 5.5578 -3.6229 0.0667
C31 -3.6141 -6.7805 2.2536
C32 -1.5036 3.8857 0.4308
C33 -1.5343 -3.7611 1.9355
C34 -3.5773 -4.9993 0.5892
C35 -2.9238 -0.4615 -3.1885
C36 -3.0758 -5.6060 1.7594
C37 -0.0810 2.5446 3.8681
H1 0.5171 6.1156 -1.8295
H2 -5.0215 -5.1797 -0.9603
H3 5.6102 -1.7455 -0.9520
H4 2.6071 5.2450 1.3686
H5 0.7055 3.1386 -1.2371
H6 5.2522 -5.4892 1.1123
H7 -2.4804 0.3806 3.0955
H8 -3.7851 1.4998 -5.8432
H9 5.2065 0.1022 0.2846
H10 -1.6267 -5.3652 3.2371
H11 -0.7514 -3.3126 2.5430
H12 6.1652 2.2058 -0.5210
H13 -0.3891 1.6120 -3.2336
H14 6.6149 -3.8041 -0.1037
H15 2.8182 -5.0494 1.4233
H16 -5.0854 -8.3238 1.9736
H17 2.0319 0.4533 -2.5679
H18 2.9963 2.5781 -3.3737
H19 2.5313 6.4374 -0.7183
H20 -5.9989 -7.2971 -0.0933
H21 1.8009 -2.9900 0.5567
H22 -4.3745 -2.0063 -2.8077
H23 2.1034 3.7430 0.6430
H24 -4.6013 -0.4482 -4.5543
H25 -3.2005 -7.2188 3.1572
H26 -3.8843 1.9053 4.4731
H27 1.4519 4.9640 -2.7700
H28 -0.6634 3.9510 -1.9993
H29 5.1086 3.4585 -2.3863
H30 -0.3465 4.2785 5.0608
H31 0.3411 6.2113 0.9454
H32 -2.7664 3.9352 5.4882
H33 0.2927 4.7663 1.9790
H34 -1.5995 2.5713 -5.1710
H35 3.1619 4.8603 -1.1680


Q: Which energy above the lowest of the compared OMol25 structures with the same formula, charge and spin values were calculated for the entries above? A: 21.3 44.7 46.4 0.0 15.2, in kcal per mole.